91
Properties=species:S:1:pos:R:3:lowdin_charge:R:1 method="wB97M-V/def2-TZVPD" de_lowest_kcal_mol=43.2 charge=+1 homo_energy_ev=-7.12
Sc -0.334 1.701 0.637 1.24
C 2.408 1.537 0.485 -0.23
C 1.764 2.571 -0.262 -0.32
C 1.655 3.109 1.994 -0.23
C 2.354 1.891 1.864 -0.22
C 1.258 3.529 0.682 -0.33
C 3.193 0.394 -0.040 -0.02
H 3.270 0.403 -1.137 0.06
H 2.742 -0.561 0.286 0.08
H 4.223 0.398 0.363 0.10
C 3.128 1.180 2.902 -0.02
H 2.969 0.096 2.812 0.07
H 2.823 1.496 3.904 0.07
H 4.214 1.355 2.809 0.11
C 1.530 3.880 3.260 -0.01
H 1.512 4.953 3.043 0.08
H 2.376 3.671 3.939 0.09
H 0.591 3.630 3.780 0.09
C 0.616 4.838 0.381 -0.03
H 1.029 5.631 1.033 0.09
H -0.478 4.827 0.543 0.09
H 0.792 5.129 -0.663 0.08
C 1.662 2.663 -1.738 -0.02
H 1.630 3.710 -2.080 0.09
H 0.755 2.145 -2.102 0.07
H 2.534 2.177 -2.194 0.09
C 1.456 -3.066 -1.571 -0.11
C 2.440 -2.353 -2.122 -0.13
C 2.309 -1.272 -3.145 -0.20
C 1.302 -1.560 -4.310 -0.26
C 0.091 -0.758 -4.367 -0.25
C -0.886 -0.757 -3.304 -0.51
C -0.478 -1.380 -1.915 -0.18
C -0.009 -2.851 -1.865 -0.20
H 3.286 -1.114 -3.622 0.11
H 1.068 -2.629 -4.340 0.10
H 2.040 -0.316 -2.661 0.08
H -0.274 -3.439 -2.760 0.09
H 1.660 -3.900 -0.866 0.11
H 3.478 -2.521 -1.813 0.11
H -0.560 -3.325 -1.020 0.12
H 0.276 -0.698 -1.472 0.10
H -1.111 0.321 -3.149 0.05
H -1.348 -1.326 -1.246 0.08
H 1.853 -1.315 -5.227 0.10
H 0.075 0.072 -5.097 0.07
P -2.663 -1.128 -3.671 0.86
C -2.759 -2.902 -3.483 -0.18
C -2.827 -0.664 -5.406 -0.18
P -3.215 1.290 -1.662 0.84
C -3.802 -0.296 -2.571 -0.47
C -3.025 2.310 -3.194 -0.31
C -4.992 1.772 -1.323 -0.30
H -3.053 -3.182 -2.455 0.07
H -1.744 -3.264 -3.697 0.04
H -3.442 -3.431 -4.182 0.07
H -3.755 -1.051 -5.863 0.07
H -1.956 -1.086 -5.929 0.06
H -2.819 0.424 -5.553 0.05
H -5.745 1.426 -2.051 0.05
H -5.056 2.862 -1.214 0.04
H -5.240 1.326 -0.349 0.04
H -4.145 -0.994 -1.785 0.07
H -4.646 -0.041 -3.242 0.06
H -3.358 3.323 -2.953 0.04
H -3.584 1.949 -4.071 0.05
H -1.959 2.347 -3.441 0.03
C 2.235 -1.103 5.297 -0.08
C 0.774 -0.689 5.138 -0.15
C -0.052 -1.445 4.062 -0.28
C -0.037 -2.993 4.205 -0.16
C 1.312 -3.676 4.074 -0.09
C -1.501 -0.997 4.232 -0.34
O -2.422 -1.678 4.629 0.16
N -1.686 0.391 3.974 0.22
C -1.209 0.854 2.807 -0.52
O -1.541 1.988 2.297 -0.07
N -0.340 0.103 2.120 0.08
C 0.346 -0.984 2.654 -0.35
O 1.231 -1.501 1.968 0.08
H 2.322 -1.908 6.046 0.08
H 2.804 -0.236 5.664 0.08
H 2.640 -1.438 4.330 0.07
H 0.266 -0.811 6.110 0.14
H 0.682 0.392 4.930 0.11
H -0.505 -3.266 5.167 0.13
H -0.717 -3.380 3.426 0.13
H 1.899 -3.641 5.004 0.07
H 1.120 -4.730 3.846 0.08
H 1.846 -3.213 3.230 0.07
H -2.563 0.805 4.257 0.18

---

45
Properties=species:S:1:pos:R:3:lowdin_charge:R:1 method="wB97M-V/def2-TZVPD" charge=-2 homo_energy_ev=-0.55
C -2.339 -1.901 1.087 -0.27
C -2.585 -1.869 -0.310 -0.27
C -2.936 -0.523 -0.693 -0.26
C -2.493 -3.044 -1.243 -0.09
C -2.863 0.278 0.471 -0.28
C -2.454 -0.535 1.561 -0.37
C -2.271 -0.056 3.005 -0.20
C -1.910 -3.106 1.898 -0.09
C -3.279 -0.063 -2.074 -0.09
C -3.167 1.765 0.540 -0.09
Sn 0.395 0.037 1.963 1.14
Cl 0.898 -0.913 -1.283 0.61
Cl 1.917 -1.757 2.490 -0.15
O 1.147 1.349 0.016 -0.24
H -1.719 -3.811 -0.944 0.07
H -2.267 -2.756 -2.301 0.06
H -3.481 -3.563 -1.249 0.06
H -2.606 -0.478 -2.854 0.06
H -3.308 1.049 -2.148 0.06
H -4.296 -0.411 -2.338 0.06
H -2.962 2.321 -0.405 0.05
H -2.660 2.298 1.372 0.06
H -4.261 1.915 0.702 0.06
H -1.943 1.023 3.070 0.04
H -1.398 -0.516 3.590 0.01
H -3.199 -0.208 3.622 0.08
H -1.147 -3.768 1.429 0.06
H -2.837 -3.695 2.019 0.06
H -1.477 -2.862 2.897 0.07
H 0.272 1.847 -0.069 0.09
O 0.783 0.027 4.645 -0.66
H 1.553 0.562 5.005 -0.12
O 2.093 1.558 -2.191 0.12
B 1.892 0.645 -1.086 -1.29
O 3.139 0.456 -0.233 0.08
C 3.978 1.208 -0.877 -0.26
C 5.342 1.310 -0.617 -0.01
C 6.163 1.874 -1.620 -0.13
C 5.605 2.246 -2.860 -0.15
C 4.226 2.208 -3.051 -0.05
C 3.419 1.798 -2.043 -0.23
H 5.767 1.016 0.292 0.09
H 7.251 1.996 -1.490 0.08
H 6.281 2.575 -3.687 0.09
H 3.741 2.472 -4.008 0.12

---

57
Properties=species:S:1:pos:R:3:lowdin_spin:R:1 method="wB97M-V/def2-TZVPD" de_lowest_kcal_mol=0.0 charge=+1 s2=6.0513 homo_energy_ev="-8.09 / -11.45" multiplicity=5
Ir 10.210 9.567 10.261 1.38
Cl 15.503 9.952 14.798 0.07
C 13.932 9.892 13.990 0.25
C 12.869 10.044 14.878 0.02
C 11.586 9.893 14.347 0.22
I 10.116 10.211 15.680 0.07
C 11.347 9.850 12.968 0.19
O 10.271 10.263 12.392 0.35
C 12.484 9.698 12.103 0.11
N 12.194 9.853 10.742 0.30
C 13.223 10.132 9.902 0.19
C 14.558 10.228 10.362 0.09
C 14.861 9.992 11.715 0.26
C 13.815 9.770 12.614 0.03
H 13.081 10.141 15.939 0.00
H 12.954 10.266 8.833 0.01
H 15.258 10.649 9.638 0.00
H 15.878 10.009 12.123 0.01
C 8.693 13.149 11.164 0.00
C 9.378 12.467 9.984 0.02
C 8.983 12.964 8.620 0.00
O 10.220 11.544 10.101 0.03
H 7.686 13.485 10.866 0.00
H 9.187 14.057 11.460 0.00
H 8.633 12.548 12.084 0.00
H 9.756 13.686 8.360 0.00
H 8.015 13.509 8.684 0.00
H 8.938 12.155 7.848 0.00
C 9.394 6.063 9.304 0.00
P 10.659 7.204 10.070 -0.02
C 11.018 6.645 11.806 0.01
C 12.088 6.652 9.051 0.00
H 8.736 6.545 8.579 0.00
H 8.698 5.578 10.000 0.00
H 9.970 5.427 8.632 0.00
H 10.775 5.575 11.805 0.00
H 10.456 7.188 12.591 0.00
H 12.060 6.709 11.924 0.00
H 12.463 5.779 9.614 0.00
H 12.909 7.336 9.197 0.00
H 11.858 6.492 8.026 0.00
Cl 10.078 7.774 5.407 0.00
C 9.995 9.408 6.051 0.00
Cl 10.863 10.620 4.968 0.00
Cl 8.334 9.892 6.100 0.00
C 10.723 9.420 7.396 0.02
O 11.902 9.225 7.366 0.01
O 9.894 9.707 8.358 0.17
C 6.811 9.464 9.071 0.04
Te 7.854 8.657 10.727 0.11
C 6.805 9.945 12.170 0.01
H 5.757 9.601 9.342 0.00
H 6.889 8.763 8.231 0.00
H 7.322 10.369 8.843 0.00
H 5.940 10.407 11.657 0.00
H 7.515 10.679 12.498 0.00
H 6.461 9.308 12.990 0.00

---

158
Properties=species:S:1:pos:R:3:lowdin_charge:R:1 method="wB97M-V/def2-TZVPD" de_lowest_kcal_mol=134.8 charge=0 smiles=CC1(C)CCCC(C)(C)N1O.CC1(C)CCCC(C)(C)N1O.CC1(C)CCCC(C)(C)N1O.COC[C@H](C)N.COC[C@H](C)N.COC[C@H](C)N.COC[C@H](C)N homo_energy_ev=-7.96
C -0.300 3.538 -2.635 -0.05
C 0.642 4.557 -3.364 -0.45
C 1.309 3.925 -4.602 -0.20
O 2.054 4.936 -5.340 -0.20
C 2.609 4.545 -6.579 -0.11
N -0.120 5.623 -3.879 0.02
H 0.248 2.692 -2.219 0.07
H -0.999 3.217 -3.407 0.07
H -0.868 3.902 -1.778 0.07
H 1.456 4.943 -2.750 0.14
H 0.500 3.555 -5.230 0.11
H 1.838 3.021 -4.300 0.12
H 3.378 5.235 -6.928 0.08
H 1.862 4.621 -7.369 0.08
H 3.074 3.563 -6.498 0.09
H -0.722 5.266 -4.607 0.07
H 0.497 6.287 -4.324 0.07
C 7.165 -5.525 -0.350 -0.05
C 7.029 -4.318 0.616 -0.41
C 7.472 -4.612 2.027 -0.19
O 6.624 -5.641 2.603 -0.21
C 6.815 -6.214 3.897 -0.12
N 7.969 -3.247 0.239 0.02
H 8.155 -5.947 -0.522 0.08
H 6.857 -5.105 -1.307 0.07
H 6.515 -6.310 0.036 0.07
H 6.029 -3.885 0.584 0.14
H 7.335 -3.729 2.652 0.12
H 8.494 -4.978 2.130 0.13
H 6.451 -5.635 4.746 0.08
H 7.863 -6.235 4.194 0.07
H 6.541 -7.264 4.004 0.08
H 7.527 -2.597 -0.395 0.07
H 8.760 -3.638 -0.252 0.07
C -7.776 0.992 -2.363 -0.06
C -7.579 0.078 -3.680 -0.38
C -6.017 -0.246 -4.043 -0.19
O -6.143 -0.965 -5.245 -0.21
C -5.067 -1.844 -5.528 -0.09
N -8.270 -1.170 -3.432 0.01
H -7.677 0.472 -1.410 0.07
H -8.718 1.534 -2.446 0.06
H -7.016 1.774 -2.380 0.05
H -8.063 0.570 -4.524 0.12
H -5.578 -0.709 -3.159 0.12
H -5.453 0.686 -4.031 0.11
H -5.229 -2.657 -4.821 0.09
H -4.116 -1.402 -5.231 0.08
H -5.116 -2.082 -6.591 0.09
H -8.099 -1.666 -4.294 0.06
H -9.258 -0.967 -3.373 0.07
C 5.793 3.423 5.804 -0.10
C 5.072 2.182 5.986 -0.48
C 3.659 2.460 6.543 -0.18
O 3.710 3.172 7.827 -0.22
C 2.419 3.494 8.361 -0.10
N 4.999 1.565 4.650 0.05
H 6.874 3.324 5.699 0.09
H 5.719 4.035 6.703 0.08
H 5.293 3.969 5.003 0.10
H 5.549 1.609 6.781 0.14
H 3.205 1.470 6.594 0.12
H 3.064 3.059 5.853 0.12
H 1.974 4.250 7.714 0.08
H 2.545 3.875 9.375 0.09
H 1.836 2.582 8.235 0.08
H 4.991 0.575 4.852 0.07
H 5.842 1.886 4.195 0.06
C 7.640 -5.401 -7.634 -0.04
C 6.115 -5.364 -7.835 -0.54
C 5.765 -6.763 -7.366 -0.17
C 4.283 -7.105 -7.331 -0.16
C 3.511 -5.940 -6.569 -0.11
C 3.959 -4.500 -6.870 -0.51
N 5.443 -4.360 -7.041 -0.11
O 5.881 -3.044 -7.278 0.00
C 3.113 -4.103 -8.059 -0.05
C 3.653 -3.654 -5.666 -0.05
C 5.817 -5.218 -9.291 -0.04
H 8.089 -4.579 -8.190 0.08
H 8.165 -6.297 -7.965 0.09
H 7.865 -5.117 -6.606 0.09
H 6.121 -7.502 -8.083 0.13
H 6.011 -6.938 -6.319 0.13
H 4.069 -8.040 -6.814 0.11
H 3.913 -7.258 -8.345 0.10
H 3.582 -6.099 -5.493 0.11
H 2.447 -6.082 -6.760 0.11
H 3.046 -4.701 -8.968 0.08
H 2.096 -3.880 -7.736 0.08
H 3.392 -3.140 -8.487 0.08
H 3.992 -2.619 -5.707 0.08
H 2.567 -3.616 -5.586 0.09
H 4.191 -3.974 -4.773 0.09
H 5.654 -4.200 -9.646 0.09
H 4.885 -5.657 -9.649 0.07
H 6.597 -5.715 -9.867 0.09
H 6.196 -2.770 -6.414 0.10
C -4.430 5.634 4.551 -0.04
C -5.065 7.045 4.483 -0.49
C -4.006 8.027 4.125 -0.15
C -4.578 9.353 3.545 -0.16
C -5.686 9.187 2.493 -0.12
C -6.743 8.135 2.866 -0.47
N -6.129 6.912 3.437 -0.13
O -6.982 5.812 3.579 -0.01
C -7.828 8.711 3.800 -0.05
C -7.600 7.791 1.606 -0.06
C -5.725 7.416 5.905 -0.01
H -3.570 5.656 5.221 0.09
H -5.073 4.862 4.972 0.08
H -4.250 5.375 3.507 0.09
H -3.480 8.325 5.032 0.12
H -3.253 7.545 3.501 0.12
H -4.874 9.911 4.433 0.10
H -3.708 9.865 3.134 0.11
H -5.284 8.945 1.509 0.11
H -6.091 10.173 2.269 0.12
H -7.533 9.365 4.621 0.07
H -8.312 7.870 4.296 0.08
H -8.582 9.248 3.223 0.08
H -8.412 7.086 1.783 0.08
H -7.091 7.274 0.793 0.07
H -8.040 8.614 1.042 0.08
H -5.959 8.475 6.017 0.06
H -6.488 6.645 6.007 0.08
H -4.983 7.194 6.671 0.07
H -6.596 5.219 2.929 0.11
C -4.361 -2.445 4.521 -0.01
C -2.966 -3.036 5.032 -0.46
C -3.088 -4.609 5.070 -0.16
C -2.918 -5.430 3.847 -0.21
C -1.568 -5.108 3.196 -0.13
C -1.487 -3.567 2.902 -0.50
N -1.875 -2.738 4.102 -0.15
O -1.592 -1.423 3.992 0.01
C -0.035 -3.331 2.651 -0.06
C -2.350 -3.288 1.718 -0.04
C -2.637 -2.634 6.485 -0.04
H -4.570 -2.908 3.556 0.06
H -4.366 -1.357 4.469 0.07
H -5.246 -2.736 5.086 0.07
H -2.374 -4.995 5.798 0.11
H -4.039 -4.876 5.529 0.12
H -3.710 -5.355 3.101 0.11
H -2.975 -6.486 4.111 0.11
H -1.468 -5.731 2.307 0.12
H -0.769 -5.394 3.880 0.11
H 0.545 -3.552 3.548 0.09
H 0.316 -3.990 1.857 0.09
H 0.353 -2.335 2.438 0.08
H -2.231 -2.216 1.558 0.09
H -2.066 -3.798 0.797 0.09
H -3.417 -3.381 1.921 0.07
H -1.684 -3.118 6.698 0.08
H -3.337 -3.063 7.202 0.09
H -2.509 -1.552 6.534 0.08
H -0.713 -1.446 4.377 0.11